Here is a molecular structure, C4H7NO2 in a non-equilibrium geometry from the Open Molecules 2025 dataset. Energies are from ωB97M-V/def2-TZVPD.

Structure (XYZ):
```
14
Properties=species:S:1:pos:R:3:forces:R:3
C 0.01238 -0.28664 0.52236 -5.218 -1.927 -1.175
C -0.26731 0.81460 -0.65492 4.205 1.612 1.054
N 0.77401 -1.41662 0.18753 0.023 1.369 -0.554
C 1.09042 1.26537 -0.04812 0.648 1.627 -3.424
C -1.57610 -0.53065 0.05971 0.296 -1.910 3.623
O 2.18497 0.98742 -0.55521 -1.378 -0.234 1.235
O -2.51292 -0.24688 0.78086 0.923 0.301 -1.338
H -0.10742 0.04116 1.54990 0.319 0.475 -0.059
H 0.44852 -2.30822 0.54078 0.720 0.355 -0.227
H 1.70280 -1.17567 -0.16469 -0.208 -0.885 0.384
H 0.97809 2.06056 0.70302 0.098 -0.499 0.512
H -1.64856 -1.26673 -0.75834 0.155 0.482 -0.463
H -0.08807 0.45139 -1.66435 -0.315 -0.233 0.265
H -0.99081 1.61092 -0.49854 -0.270 -0.532 0.168
```
Forces are in eV/Å.

Results
Gap between HOMO and LUMO (eV): 9.484
LUMO (eV): 0.615
HOMO (eV): -8.87
ΔE to the lowest compared entry with this formula, charge and spin (kcal per mole): 99.6
Calculated total energy (eV): -9842.96143
Multiplicity: 1

---

Here is C6H9Cl3FP in the gas phase in a non-equilibrium geometry from the Open Molecules 2025 dataset. Energies are from ωB97M-V/def2-TZVPD.

Structure (XYZ):
```
20
Properties=species:S:1:pos:R:3:forces:R:3
F -1.14928 -0.64250 -1.88621 2.114 -0.294 1.126
C 0.15245 -1.09231 -1.31530 -1.296 3.739 1.267
C 0.02772 -1.37933 0.23361 1.332 0.878 -1.296
Cl -0.32856 -3.10857 0.35247 0.186 -0.892 0.101
C -1.13949 -0.69063 1.03798 3.425 0.739 -0.607
C -0.82552 0.72357 1.64383 0.248 -2.407 -0.129
Cl 0.68831 0.46781 2.69176 -0.381 0.344 -0.260
C -0.71723 1.88094 0.76589 1.447 0.335 -3.164
P 0.67654 1.72259 -0.46544 0.041 -1.814 2.758
C 1.25407 -0.00079 -1.65276 -4.160 1.841 1.196
Cl 2.79014 -0.56837 -1.20607 1.101 -0.164 -0.259
H 0.37982 -1.87506 -1.93374 0.537 -2.517 -0.922
H 1.11504 -1.19692 0.66093 -2.475 -0.356 -0.535
H -2.01852 -0.72441 0.46182 -1.153 0.222 -0.712
H -1.16578 -1.40181 1.80698 -0.785 -0.559 1.588
H -1.61591 0.77202 2.35309 -0.617 0.878 0.765
H -1.65496 2.06274 0.17250 0.760 -0.105 0.615
H 1.94248 1.96699 0.28326 -1.310 -0.414 -1.019
H 0.58313 2.76484 -1.32136 -0.069 0.792 -0.847
H 1.00552 0.31920 -2.68325 1.054 -0.246 0.332
```
Forces are in eV/Å.

Results
SMILES: F[C@@H]1[C@H](Cl)C[C@@H](Cl)C=[PH2][C@H]1Cl
Gap between HOMO and LUMO (eV): 8.331
LUMO (eV): 0.472
HOMO (eV): -7.86
Calculated total energy (eV): -55937.91025
Multiplicity: 1